No. 1
The following is a DFT calculation (ωB97M-V with the def2-TZVPD basis set) of C32H32BrN5O6P2SY as an isolated structure.

Output
**Kohn-Sham gap**: 0.1304 Eh

The geometry in ORCA input format:
```
! RIJCOSX wB97M-V def2-TZVPD def2/J DEFGRID3
* xyz -1 1
Y 0.6079 -0.4723 -2.0588
O 0.0061 3.5808 -0.3250
C 0.5295 2.6057 -0.8998
O 0.3570 1.3386 -0.6399
C 1.3449 2.7649 -2.1367
C 2.0469 3.9588 -2.4935
C 2.8122 3.9522 -3.6861
C 2.8484 2.7863 -4.4645
C 2.1986 1.6712 -3.9041
N 1.4367 1.6419 -2.8244
C 2.4492 0.2437 -4.4412
O 3.3278 0.1154 -5.3356
O 1.6905 -0.6935 -3.8868
H 1.7798 4.8046 -1.8094
H 3.3939 4.8792 -3.9413
H 3.5706 2.5103 -5.2809
C -3.1615 -3.2740 -2.4070
C -2.5326 -1.9192 -2.4099
N -1.4928 -1.7136 -1.4983
N -1.5837 -2.7291 -0.6092
C -1.2047 -2.6535 0.6491
N -1.2637 -3.7500 1.4609
S -0.3424 -1.2004 1.4413
C -2.4833 -0.8818 -3.4060
C -3.5217 -0.8889 -4.3731
C -3.6638 0.1489 -5.3037
C -2.8996 1.2695 -5.0752
C -1.8686 1.2081 -4.1254
N -1.5327 0.0661 -3.3914
H -3.5905 -3.4977 -1.4057
H -2.4401 -4.0566 -2.7268
H -3.9837 -3.2622 -3.1439
H -1.7974 -4.5368 1.1213
H -1.0893 -3.6477 2.4688
H -4.0623 -1.8468 -4.4922
H -4.3039 0.0350 -6.1272
H -3.1444 2.1211 -5.6906
H -1.0800 2.0166 -3.9087
C 1.3762 2.5431 2.5420
P 0.9164 1.0298 3.5973
C 1.9054 1.4255 5.1380
C -0.8908 1.3671 4.0988
C -1.0013 2.4881 4.9185
C -2.2230 2.7504 5.5416
C -3.4102 2.2923 4.9993
C -3.3410 1.3806 3.9317
C -2.1350 0.8761 3.5549
P -2.2195 0.0067 1.9580
C -3.6091 -1.0958 2.0652
C -2.5769 1.2427 0.6587
H 1.9885 2.0848 1.7066
H 1.8583 3.4270 2.9852
H 0.5355 2.9910 1.9815
H 1.3441 1.3747 6.0567
H 2.5104 2.3053 5.0008
H 2.6672 0.5845 5.2241
H -0.1610 3.1150 5.1493
H -2.1907 3.3900 6.4226
H -4.3390 2.6757 5.3192
H -4.3610 1.1151 3.5007
H -3.2999 -2.0148 2.6364
H -3.9946 -1.4728 1.0730
H -4.4837 -0.6532 2.5508
H -3.5187 1.7148 0.9506
H -2.6024 0.7481 -0.3445
H -1.7933 2.0141 0.6863
Br 6.4160 -4.8295 2.9117
C 5.4675 -3.8864 1.6460
C 5.8268 -2.5869 1.1865
C 4.9593 -2.0164 0.2877
C 3.7602 -2.6155 -0.1426
C 3.4651 -3.9384 0.2296
C 4.2378 -4.5126 1.2289
C 2.6875 -1.8665 -0.9181
O 1.6613 -2.5123 -1.3543
O 2.7186 -0.5726 -0.9550
H 6.7016 -2.1396 1.6431
H 5.1617 -0.9884 -0.0578
H 2.6319 -4.5094 -0.2329
H 3.9962 -5.4261 1.7048
*
```

=====

No. 2
The following is a DFT calculation (ωB97M-V with the def2-TZVPD basis set) of a 17-piece molecular cluster, C36H115N9O17 overall.

Output
**Kohn-Sham gap**: 0.3104 Eh

The geometry in ORCA input format:
```
! RIJCOSX wB97M-V def2-TZVPD def2/J DEFGRID3
* xyz 0 1
C -4.3572 -1.1334 0.7910
C -5.4275 -2.1450 0.4730
C -6.6630 -2.0553 1.3736
O -7.3022 -3.2701 1.6472
C -6.7189 -4.0042 2.7028
N -5.7424 -1.8902 -0.9507
H -3.4827 -1.3147 0.1686
H -4.0825 -1.1395 1.8549
H -4.6879 -0.0892 0.7791
H -4.9435 -3.1170 0.6431
H -7.3970 -1.3892 0.9158
H -6.3240 -1.4517 2.2289
H -7.0126 -3.6116 3.6837
H -5.6328 -3.8582 2.7831
H -6.9224 -5.0595 2.5585
H -6.4997 -2.4906 -1.2829
H -4.9793 -2.3356 -1.4649
C -4.1442 1.3801 3.5289
C -4.9727 2.6731 3.4817
C -6.3622 2.6533 4.0840
O -7.2284 1.6237 3.6298
C -7.6284 0.6682 4.5770
N -4.1404 3.6659 4.2101
H -4.2128 0.9530 4.5368
H -3.0865 1.4821 3.3047
H -4.5940 0.5896 2.9222
H -5.0752 2.9576 2.4310
H -6.9485 3.5718 4.0179
H -6.2152 2.6136 5.1747
H -8.1090 1.1443 5.4367
H -6.7808 0.0932 4.9726
H -8.2907 -0.1019 4.1830
H -3.1921 3.6434 3.8599
H -4.0450 3.4360 5.1934
C -2.3062 0.6417 -5.3337
C -1.7450 0.7103 -3.9359
C -2.1232 2.0624 -3.2824
O -1.6515 3.1769 -4.0335
C -1.8791 4.3842 -3.3780
N -2.1047 -0.4369 -3.0819
H -1.9633 -0.2927 -5.7861
H -1.9396 1.4006 -6.0267
H -3.3902 0.7612 -5.3975
H -0.6504 0.7704 -3.9350
H -1.6628 2.0641 -2.2932
H -3.2148 2.0811 -3.3257
H -2.9340 4.6938 -3.3027
H -1.5002 5.2939 -3.8500
H -1.4660 4.3036 -2.3647
H -1.7376 -0.2147 -2.1568
H -3.1229 -0.4009 -3.0184
C -8.5386 0.7508 -1.2376
C -7.5540 1.2030 -0.1783
C -6.8879 2.5690 -0.3838
O -5.8529 2.4053 -1.3488
C -4.7987 3.3448 -1.1474
N -8.3416 1.3768 1.0660
H -9.2543 1.5618 -1.3755
H -9.0305 -0.1593 -0.9008
H -8.0467 0.6230 -2.2048
H -6.8225 0.4753 0.1727
H -6.3694 2.7645 0.5655
H -7.5647 3.4270 -0.4584
H -4.0622 3.0418 -1.8863
H -4.3034 3.5851 -0.2015
H -5.2507 4.2796 -1.5043
H -8.0095 2.0368 1.7481
H -8.4330 0.5278 1.6074
C 8.1127 -3.5781 -0.1468
C 8.3105 -2.1533 -0.6853
C 8.8427 -2.1682 -2.1241
O 10.0274 -2.9020 -2.3379
C 10.3685 -3.1706 -3.6745
N 7.0223 -1.5034 -0.6609
H 7.1658 -4.0009 -0.4776
H 8.1952 -3.6666 0.9382
H 8.9378 -4.1962 -0.5126
H 9.0392 -1.6392 -0.0577
H 8.9273 -1.1146 -2.4262
H 8.0568 -2.5176 -2.8089
H 9.5123 -2.9287 -4.3141
H 10.6216 -4.2223 -3.8143
H 11.2168 -2.5405 -3.9580
H 6.9528 -0.5081 -0.8771
H 6.3001 -1.9199 -1.2424
C 5.0176 1.9784 -2.5016
C 6.2246 1.1571 -2.9218
C 6.7575 1.7846 -4.2037
O 7.8181 0.9638 -4.6570
C 8.5369 1.4408 -5.7751
N 7.2047 1.2858 -1.8103
H 4.7575 1.7853 -1.4595
H 4.1326 1.5856 -3.0157
H 5.0898 3.0502 -2.6827
H 5.8715 0.1355 -3.0518
H 7.0963 2.8153 -4.0620
H 5.9456 1.7215 -4.9398
H 9.1337 0.6196 -6.1589
H 9.1269 2.3133 -5.4738
H 7.8459 1.7992 -6.5474
H 7.2887 2.2598 -1.5210
H 8.0999 1.1981 -2.3027
C 2.2538 -6.9537 2.5984
C 1.3611 -6.1473 1.6581
C 0.8151 -4.8959 2.3641
O -0.1071 -4.2263 1.5155
C -0.4755 -2.8911 1.8535
N 2.1394 -5.8322 0.4728
H 1.8611 -6.9495 3.6191
H 3.2065 -6.4283 2.6702
H 2.3393 -7.9855 2.2701
H 0.4488 -6.6606 1.3406
H 1.6019 -4.1892 2.6570
H 0.2759 -5.1612 3.2832
H -0.9857 -2.5504 0.9491
H 0.4194 -2.2735 1.9621
H -1.1795 -2.8196 2.6831
H 2.8977 -5.1955 0.7082
H 1.5932 -5.3310 -0.2212
C 2.9383 -0.4553 -0.2850
C 1.4393 -0.5878 -0.5933
C 0.5283 0.4031 0.1091
O -0.7728 0.3456 -0.4062
C -1.6763 1.1954 0.2665
N 1.3658 -0.4715 -2.0561
H 3.5364 -1.1229 -0.9040
H 3.1655 -0.6903 0.7598
H 3.3826 0.5406 -0.3810
H 1.1415 -1.5828 -0.2555
H 0.9809 1.3998 0.1920
H 0.5099 0.0911 1.1663
H -2.6797 1.1886 -0.1568
H -1.3097 2.2267 0.1894
H -1.8136 1.0382 1.3418
H 0.4046 -0.4136 -2.3717
H 1.8931 0.3177 -2.4049
C -2.0032 6.8128 4.5134
C -1.2535 6.2382 3.3114
C -0.5225 4.9040 3.6609
O -0.1171 4.1832 2.5403
C 0.6490 3.0397 2.8211
N -2.1868 5.9991 2.1958
H -1.3172 6.9371 5.3567
H -2.8631 6.1733 4.7029
H -2.2540 7.8667 4.3851
H -0.5088 6.9175 2.8853
H -1.2089 4.2871 4.2681
H 0.2774 5.0863 4.3940
H 1.3928 3.3179 3.5789
H 1.2105 2.6911 1.9589
H 0.1626 2.1675 3.2721
H -1.8129 5.4224 1.4531
H -2.8773 5.4221 2.6843
O 4.6294 -3.4641 1.0277
H 4.7625 -3.4349 0.0689
H 5.4976 -3.2789 1.4020
O -1.0370 -2.6133 -4.5324
H -1.5496 -1.8512 -4.1706
H -0.1162 -2.4063 -4.3371
O 2.6684 -2.3280 2.8865
H 3.2501 -2.5063 2.1328
H 2.9213 -1.4298 3.1568
O 4.8185 -3.3804 -1.8484
H 3.8616 -3.4916 -2.0419
H 5.2486 -3.3790 -2.7088
O 4.6980 2.6646 1.2059
H 5.0120 3.3770 1.7742
H 5.4688 2.0974 1.0760
O 3.9197 0.1811 2.7929
H 3.7303 1.0791 2.4955
H 4.6729 -0.1001 2.2581
O 2.3216 -3.1110 -2.8473
H 1.5312 -3.5721 -2.5243
H 2.2389 -2.2161 -2.4636
O 0.0958 -3.8232 -1.3139
H -0.6749 -4.2333 -1.7253
H -0.0798 -3.8451 -0.3543
*
```

=====

No. 3
The following is a DFT calculation (ωB97M-V with the def2-TZVPD basis set) of one molecule with the formula C3H5N3.

Output
**Kohn-Sham gap**: 0.3128 Eh

The geometry in ORCA input format:
```
! RIJCOSX wB97M-V def2-TZVPD def2/J DEFGRID3
* xyz 0 1
N 0.8107 1.1477 -1.1434
C -0.0234 0.3568 -0.2938
C -0.3340 0.6324 1.1336
C -0.4962 -0.6990 1.5865
N -0.1859 -1.6649 0.6975
N 0.1742 -1.0746 -0.3931
H 1.1576 1.9423 -0.6185
H 0.3140 1.4967 -1.9534
H -1.1250 0.4629 -0.4766
H -0.7986 -1.0210 2.5758
H 0.4651 -1.6109 -1.1982
*
```

=====

No. 4
The following is a DFT calculation (ωB97M-V with the def2-TZVPD basis set) of C19H28IO2P2Pt as an isolated structure.

Output
**Kohn-Sham gap (spin up / spin down)**: 0.2618 / 0.1367 Eh
**Expectation value of S²**: 6.059

The geometry in ORCA input format:
```
! RIJCOSX wB97M-V def2-TZVPD def2/J DEFGRID3
* xyz 3 5
C -8.2315 0.4773 -1.1223
C -6.9620 -0.3262 -0.9714
H -9.0909 -0.2078 -1.1850
H -8.1880 1.0844 -2.0311
H -8.3623 1.1410 -0.2628
O -6.8768 -1.5297 -0.9222
I -5.0904 0.8106 -0.8283
Pt -0.0063 -0.1488 -0.1472
P -0.7871 0.0421 1.9584
C -0.1974 -1.3809 2.9432
C -0.0866 1.5983 2.5817
H -0.2961 1.6765 3.6538
H -2.6624 0.3292 3.4401
H -0.5687 2.4279 2.0492
H -3.0368 0.9590 1.7989
H 0.8648 -1.5983 2.7844
H 0.9909 1.6493 2.4006
C -2.5551 0.1488 2.3586
H -0.3732 -1.1712 4.0061
H -3.0528 -0.7924 2.0981
H -0.7646 -2.2754 2.6507
P -0.3805 -0.1235 -2.5863
C 0.4087 -1.5565 -3.4402
C -2.0093 -0.0469 -3.4085
H -0.0051 2.2338 -2.9036
H 0.4150 1.3182 -4.3766
H 1.5422 1.3601 -2.9859
C 0.4895 1.3325 -3.2816
H -2.6078 0.7933 -3.0437
H -1.8792 0.0572 -4.4956
H 0.3794 -1.3940 -4.5269
H -0.1621 -2.4625 -3.2034
H -2.5754 -0.9640 -3.2184
H 1.4492 -1.7230 -3.1397
C 0.2971 -1.9989 -0.1546
O 0.7387 -3.0729 -0.1526
C 5.2833 0.4077 3.1242
C 3.9639 0.2421 3.5458
C 2.9339 0.1234 2.6226
C 3.1592 0.1784 1.2336
C 2.1633 0.0069 0.1880
C 2.5934 -0.1203 -1.0915
C 3.9293 0.0718 -1.5115
C 4.9046 0.2949 -0.5751
C 4.5333 0.3289 0.7936
C 5.5365 0.4517 1.7698
H 6.0769 0.4844 3.8601
H 3.7251 0.1887 4.5976
H 1.8991 -0.0318 2.9298
H 1.8577 -0.3452 -1.8714
H 4.1570 0.0462 -2.5653
H 5.9602 0.4362 -0.8296
H 6.5557 0.5695 1.4437
*
```

=====

Asked for DFT total energy across the records above, the calculation gives -5657.2165; -3212.2626; -281.4415; -1989.8507 Ha in order.
Asked for energy relative to the best compared isomer or geometry (same formula, charge and spin) across the records above, the calculation gives 146.8; 85.6; 93.2; 0.0 kcal per mole in order.